[1]
DFT (ωB97M-V/def2-TZVPD) results for a 19-piece molecular cluster, H38O19 overall at a distorted geometry.

Results
LUMO energy (alpha / beta) (eV): 2.203 / 2.082
Energy relative to the best compared isomer or geometry (same formula, charge and spin) (kcal per mole): 0.0
E (eV): -39518.7027
HOMO level (alpha / beta) (hartree): -0.002 / -0.301
Kohn-Sham gap (alpha / beta) (eV): 2.25 / 10.27

```
! RIJCOSX wB97M-V def2-TZVPD def2/J DEFGRID3
* xyz -1 2
O -1.6538 1.7879 -1.8688
H -1.1282 1.2380 -1.2529
H -0.8735 2.2745 -2.1964
O -5.1308 0.0376 0.2547
H -4.9352 0.7182 0.9176
H -4.3888 -0.2102 -0.2694
O 0.9045 2.5696 3.5674
H 1.0908 1.6482 3.7700
H 1.3381 2.8822 2.7762
O -0.7564 -2.6004 -3.0140
H -1.1930 -3.2637 -2.4886
H -1.2906 -2.0070 -3.5523
O 1.8860 -3.2769 -2.9160
H 1.0228 -2.9498 -3.2428
H 1.6424 -3.0295 -2.0114
O 0.7258 4.4153 0.0749
H 0.1477 3.9239 0.6948
H -0.0592 4.8790 -0.2778
O 2.8716 -2.7364 -0.3523
H 3.4352 -2.1449 0.1688
H 3.0187 -3.5961 0.0616
O 4.2537 -1.3315 -2.2265
H 3.4669 -1.5680 -2.7255
H 4.4933 -1.9563 -1.5523
O -1.7376 -3.6893 0.0249
H -1.9986 -2.8300 -0.3186
H -1.8343 -3.6947 0.9818
O -1.5199 0.2128 -3.8962
H -1.9939 0.9875 -4.1640
H -0.9321 0.5688 -3.2362
O 1.1124 2.2348 -1.3689
H 2.0674 2.0917 -1.4242
H 1.1443 2.9927 -0.7324
O 0.4552 -2.9353 3.6116
H -0.2061 -2.4455 4.1257
H 1.1424 -3.1307 4.2386
O -2.2498 -0.4223 2.2909
H -1.2950 -0.2799 2.1955
H -2.5320 -0.5348 1.3806
O 0.7597 -1.8831 0.9094
H 0.8912 -2.7894 0.6249
H 1.3320 -1.3736 0.3364
O 1.4662 -0.3966 3.1776
H 2.2261 -0.3103 3.7519
H 0.8534 -1.1571 3.2390
O -3.4774 1.8138 1.3666
H -2.5276 1.6395 1.3499
H -3.5494 2.6410 0.8674
O -2.9843 3.8313 -0.8500
H -2.2447 3.2304 -1.0660
H -3.8486 3.5444 -1.1190
O -0.0996 1.4407 1.3620
H 0.2793 0.5548 1.4191
H -0.4975 1.8104 2.1517
O 4.9022 0.9369 -0.3579
H 5.0281 1.8273 -0.7129
H 5.0567 0.4850 -1.2126
*
```

Here are the natural (NBO) charges for atoms 1 to 4, given in e: atom 1 (O): -0.989, atom 2 (H): 0.493, atom 3 (H): 0.489, atom 4 (O): -0.989

[2]
DFT (ωB97M-V/def2-TZVPD) results for a 2-piece molecular cluster, C3H3F2N overall at a distorted geometry.

Results
LUMO energy (eV): 0.798
Structure (SMILES): C=C(F)F.C#N
Energy relative to the best compared isomer or geometry (same formula, charge and spin) (kcal per mole): 41.9
E (eV): -10082.4504
HOMO level (hartree): -0.379
Kohn-Sham gap (eV): 11.11

```
! RIJCOSX wB97M-V def2-TZVPD def2/J DEFGRID3
* xyz 0 1
C 0.6289 1.7438 0.2447
C 1.0824 0.6128 0.7181
F 2.1882 -0.0234 0.4309
F 0.1158 -0.1604 1.3868
H 1.1818 2.5654 -0.1142
H -0.4766 1.7947 0.3682
C -1.5617 -2.1882 -1.0030
N -1.2476 -2.1469 -2.0850
H -1.9111 -2.1979 0.0535
*
```

Here are the natural (NBO) charges for atoms 1 to 4, given in e: atom 1 (C): -0.572, atom 2 (C): 0.745, atom 3 (F): -0.283, atom 4 (F): -0.354

[3]
DFT (ωB97M-V/def2-TZVPD) results for C7H9O7PTl as an isolated structure at a distorted geometry.

Results
LUMO energy (eV): -15.503
E (eV): -35677.4320
HOMO level (hartree): -0.794
Kohn-Sham gap (eV): 6.11

```
! RIJCOSX wB97M-V def2-TZVPD def2/J DEFGRID3
* xyz 3 1
Tl -0.0946 -1.1385 -1.5978
O -0.0618 2.4606 -3.6073
C -0.0736 1.4710 -3.0709
C 1.5349 -2.1023 -1.1549
O 2.4819 -2.6029 -0.8974
C -1.7345 -2.0684 -1.1694
O -2.6970 -2.5566 -0.9185
C -0.0920 -2.1497 -3.2855
O -0.0931 -2.7016 -4.2480
C 1.4426 -0.0929 2.5886
O 0.6380 0.9110 1.9307
P 0.2299 0.2906 0.4010
O -1.4337 0.5032 0.6735
C -1.8698 -0.4721 1.6721
O 1.1699 1.4503 -0.3947
C 0.5391 2.7377 -0.2569
H 2.3672 -0.2698 2.0149
H 0.8569 -1.0218 2.7139
H 1.7034 0.2814 3.5699
H -1.4480 -1.4744 1.4719
H -1.5985 -0.1178 2.6763
H -2.9535 -0.5509 1.5991
H -0.5059 2.6922 -0.6084
H 0.6068 3.0845 0.7861
H 1.0854 3.4375 -0.8882
*
```

Here are the Mulliken charges for atoms 1 to 4, given in e: atom 1 (Tl): 2.054, atom 2 (O): 0.011, atom 3 (C): 0.186, atom 4 (C): 0.119

[4]
DFT (ωB97M-V/def2-TZVPD) results for C2H2FNO2 as an isolated structure at a distorted geometry.

Results
LUMO energy (alpha / beta) (eV): -0.570 / -0.571
Energy relative to the best compared isomer or geometry (same formula, charge and spin) (kcal per mole): 120.1
E (eV): -10403.9768
HOMO level (alpha / beta) (hartree): -0.349 / -0.349
Kohn-Sham gap (alpha / beta) (eV): 8.94 / 8.93

```
! RIJCOSX wB97M-V def2-TZVPD def2/J DEFGRID3
* xyz 0 1
C -0.0603 0.3369 0.1278
C -0.5996 1.5159 0.1629
N -1.8553 -0.8121 0.1370
O -1.0480 2.5555 0.1136
O -2.4416 -0.8925 1.1001
F -2.6691 0.0402 -1.0651
H 0.3934 -0.0317 1.1349
H 0.2341 -0.3762 -0.6896
*
```

Here are the natural (NBO) charges for atoms 1 to 4, given in e: atom 1 (C): -0.769, atom 2 (C): 0.760, atom 3 (N): 0.490, atom 4 (O): -0.392

[5]
DFT (ωB97M-V/def2-TZVPD) results for one molecule with the formula ClH5Si2.

Results
LUMO energy (eV): 0.798
Structure (SMILES): [SiH3][SiH2]Cl
Energy relative to the best compared isomer or geometry (same formula, charge and spin) (kcal per mole): 0.0
E (eV): -28359.0495
HOMO level (hartree): -0.385
Kohn-Sham gap (eV): 11.27

```
! RIJCOSX wB97M-V def2-TZVPD def2/J DEFGRID3
* xyz 0 1
Si -0.9893 -0.6677 0.0000
Si 0.8449 0.7389 0.0000
Cl 2.5657 -0.3401 0.0000
H -1.0370 -1.5395 -1.1771
H -1.0357 -1.5414 1.1758
H -2.2234 0.1218 0.0013
H 0.9374 1.6140 -1.1717
H 0.9374 1.6140 1.1717
*
```

Here are the natural (NBO) charges for atoms 1 to 4, given in e: atom 1 (Si): 0.380, atom 2 (Si): 0.662, atom 3 (Cl): -0.374, atom 4 (H): -0.122

[6]
DFT (ωB97M-V/def2-TZVPD) results for one molecule with the formula C6H10O.

Results
LUMO energy (eV): 1.049
Structure (SMILES): C[C@H]1C[C@H]1CC=O
Energy relative to the best compared isomer or geometry (same formula, charge and spin) (kcal per mole): 17.3
E (eV): -8430.4921
HOMO level (hartree): -0.353
Kohn-Sham gap (eV): 10.64

```
! RIJCOSX wB97M-V def2-TZVPD def2/J DEFGRID3
* xyz 0 1
C -2.0086 -0.2809 0.2803
C -1.1125 0.7687 -0.3359
C -0.0057 1.3691 0.4782
C 0.3306 0.4857 -0.6894
C 0.9596 -0.8733 -0.4945
C 2.2306 -0.8972 0.3209
O 2.7308 0.0509 0.8746
H -2.8475 0.1941 0.7998
H -1.4752 -0.8843 1.0242
H -2.4221 -0.9625 -0.4720
H -1.6242 1.4435 -1.0200
H 0.2114 2.4299 0.3929
H 0.1614 0.9630 1.4727
H 0.7021 1.0159 -1.5631
H 1.1941 -1.3367 -1.4625
H 0.2756 -1.5824 -0.0066
H 2.6995 -1.9034 0.4005
*
```

Here are the natural (NBO) charges for atoms 1 to 4, given in e: atom 1 (C): -0.610, atom 2 (C): -0.221, atom 3 (C): -0.404, atom 4 (C): -0.232

Look up the E of the fifth one.
-28359.0495 eV

Which of these has the lowest E?
H38O19